No. 1
Density functional theory data (the ωB97M-V functional and the def2-TZVPD basis) for a structure of composition C82H180BF10N3O4P4S2.

Calculated values
**Electronic energy**: -6882.01280 hartree

```
! wB97M-V def2-TZVPD RIJCOSX def2/J DEFGRID3
* xyz 4 1
C 17.034 22.007 24.739
C 18.117 21.247 25.521
C 19.471 21.731 25.133
N 20.549 21.153 26.064
C 20.548 19.581 26.055
C 20.548 21.764 27.409
C 21.039 23.195 27.241
C 22.002 23.049 26.042
C 21.884 21.605 25.606
H 16.045 21.602 24.887
H 17.236 22.002 23.669
H 16.995 23.026 25.084
H 17.985 20.220 25.254
H 17.934 21.296 26.599
H 19.515 22.819 25.307
H 19.715 21.526 24.088
H 20.706 19.274 25.030
H 19.639 19.214 26.521
H 21.377 19.253 26.700
H 21.221 21.181 28.008
H 19.586 21.568 27.873
H 21.445 23.381 28.216
H 20.314 23.994 27.263
H 23.046 23.120 26.362
H 21.935 23.708 25.207
H 22.634 20.982 26.066
H 22.026 21.528 24.536
C 20.843 11.735 23.953
C 21.769 12.619 24.788
C 22.657 13.415 23.829
N 23.433 14.526 24.580
C 24.524 14.022 25.443
C 22.579 15.374 25.384
C 23.238 16.818 25.480
C 24.303 16.792 24.380
C 24.147 15.499 23.633
H 21.444 11.210 23.219
H 20.109 12.292 23.366
H 20.277 11.093 24.596
H 22.439 12.014 25.400
H 21.304 13.344 25.443
H 22.060 13.972 23.112
H 23.337 12.773 23.281
H 24.984 14.836 26.013
H 25.291 13.508 24.889
H 23.998 13.353 26.144
H 22.394 14.990 26.384
H 21.608 15.368 24.927
H 23.477 17.092 26.478
H 22.450 17.527 25.232
H 25.310 16.945 24.768
H 24.042 17.614 23.733
H 25.044 15.042 23.249
H 23.494 15.633 22.785
C 21.131 14.174 34.991
C 19.985 14.756 34.243
C 20.163 14.494 32.701
C 19.093 15.191 31.916
P 19.173 15.014 30.114
C 20.710 15.735 29.373
C 20.805 17.325 29.450
C 21.416 17.845 30.758
C 21.533 19.384 30.752
C 19.107 13.275 29.742
C 19.296 12.943 28.259
C 19.501 11.435 28.095
C 18.455 10.553 28.746
C 17.693 15.880 29.394
C 16.438 15.063 29.623
C 15.150 15.855 29.351
C 15.228 16.550 28.010
H 20.970 14.283 36.048
H 22.076 14.686 34.736
H 21.185 13.119 34.749
H 19.839 15.826 34.423
H 19.041 14.287 34.510
H 20.126 13.402 32.640
H 21.182 14.805 32.398
H 19.140 16.256 32.177
H 18.085 14.864 32.156
H 20.736 15.456 28.310
H 21.522 15.220 29.925
H 19.820 17.758 29.315
H 21.444 17.712 28.628
H 22.380 17.345 30.814
H 20.819 17.369 31.542
H 20.607 19.947 30.872
H 22.165 19.715 29.925
H 22.131 19.633 31.617
H 18.080 13.015 30.037
H 19.753 12.672 30.374
H 20.143 13.505 27.867
H 18.432 13.267 27.667
H 20.502 11.204 28.442
H 19.495 11.281 27.002
H 18.683 9.526 28.492
H 17.453 10.680 28.290
H 18.374 10.639 29.830
H 17.929 15.938 28.340
H 17.703 16.915 29.784
H 16.430 14.764 30.681
H 16.445 14.235 28.910
H 15.076 16.644 30.138
H 14.245 15.291 29.538
H 15.918 17.387 27.995
H 14.301 17.059 27.771
H 15.381 15.944 27.104
C 24.438 23.987 13.834
C 24.571 24.317 15.364
C 24.669 25.812 15.656
C 24.685 26.167 17.157
P 26.191 25.688 18.071
C 27.592 26.228 16.990
C 28.076 25.269 15.930
C 29.212 25.851 15.064
C 28.782 26.937 14.165
C 26.293 26.605 19.629
C 25.198 26.315 20.647
C 25.443 27.144 21.932
C 24.511 26.854 23.098
C 26.305 23.916 18.454
C 24.993 23.218 18.842
C 25.128 21.671 18.918
C 23.799 21.014 19.252
H 24.407 22.896 13.655
H 25.325 24.292 13.266
H 23.530 24.399 13.388
H 25.461 23.877 15.820
H 23.756 23.902 15.962
H 23.727 26.277 15.318
H 25.469 26.371 15.128
H 23.847 25.710 17.716
H 24.577 27.265 17.323
H 28.436 26.420 17.656
H 27.198 27.191 16.687
H 27.233 25.046 15.275
H 28.356 24.331 16.397
H 29.761 25.082 14.489
H 29.989 26.335 15.646
H 28.065 27.499 14.783
H 28.290 26.680 13.218
H 29.601 27.562 13.868
H 26.337 27.606 19.155
H 27.269 26.378 20.062
H 25.146 25.215 20.818
H 24.199 26.597 20.375
H 25.434 28.218 21.662
H 26.496 27.059 22.267
H 24.823 27.380 24.009
H 24.540 25.800 23.338
H 23.510 27.254 22.930
H 27.106 23.820 19.194
H 26.648 23.324 17.596
H 24.220 23.504 18.121
H 24.655 23.547 19.822
H 25.871 21.527 19.716
H 25.485 21.312 17.963
H 23.810 19.971 18.892
H 23.052 21.552 18.662
H 23.611 21.014 20.323
C 15.172 18.859 24.410
C 14.184 19.643 23.509
C 13.967 19.143 22.072
C 15.361 19.171 21.409
P 15.332 18.722 19.594
C 16.536 19.762 18.766
C 18.000 19.435 19.184
C 18.943 20.613 18.968
C 18.588 21.836 19.807
C 15.785 16.988 19.350
C 15.003 16.015 20.273
C 13.695 15.522 19.706
C 13.072 14.326 20.517
C 13.667 19.035 18.838
C 13.487 18.471 17.431
C 12.008 18.401 17.080
C 11.324 19.717 17.344
H 14.953 19.174 25.429
H 16.209 18.992 24.149
H 14.926 17.794 24.234
H 14.477 20.709 23.496
H 13.222 19.770 24.028
H 13.297 19.765 21.501
H 13.634 18.115 21.955
H 16.063 18.483 21.869
H 15.734 20.188 21.496
H 16.296 20.797 19.062
H 16.412 19.696 17.696
H 18.213 18.520 18.616
H 17.993 19.084 20.223
H 18.939 20.838 17.899
H 19.953 20.341 19.262
H 19.414 22.539 19.841
H 18.378 21.533 20.828
H 17.713 22.376 19.484
H 16.803 16.917 19.711
H 15.779 16.841 18.260
H 14.969 16.469 21.256
H 15.561 15.112 20.432
H 13.998 15.170 18.718
H 12.969 16.335 19.555
H 12.867 14.808 21.478
H 13.848 13.550 20.736
H 12.167 13.957 20.042
H 13.533 20.121 18.849
H 12.983 18.635 19.589
H 13.909 17.463 17.334
H 14.095 19.021 16.705
H 11.584 17.589 17.652
H 11.906 18.107 16.014
H 11.349 20.025 18.377
H 10.257 19.645 17.121
H 11.711 20.515 16.688
C 22.414 17.284 17.213
C 20.967 16.924 17.640
C 20.661 15.495 17.233
C 19.239 15.071 17.622
P 18.850 13.315 17.158
C 17.111 13.229 17.169
C 16.515 11.841 16.834
C 15.109 11.594 17.326
C 14.101 12.616 16.866
C 19.556 12.921 15.557
C 19.229 13.942 14.449
C 17.855 13.698 13.852
C 17.708 12.372 13.147
C 19.527 12.122 18.398
C 18.551 11.708 19.497
C 18.441 12.766 20.629
C 17.495 12.377 21.775
H 22.524 17.311 16.128
H 23.106 16.546 17.584
H 22.744 18.231 17.639
H 20.295 17.601 17.081
H 20.855 16.962 18.723
H 21.401 14.788 17.608
H 20.710 15.385 16.137
H 18.598 15.758 17.040
H 18.990 15.183 18.697
H 16.641 13.927 16.485
H 16.849 13.566 18.176
H 17.025 10.999 17.286
H 16.646 11.664 15.754
H 15.226 11.575 18.411
H 14.873 10.567 17.110
H 13.088 12.471 17.245
H 13.994 12.574 15.766
H 14.458 13.604 17.113
H 19.361 11.868 15.348
H 20.605 12.944 15.803
H 20.007 13.824 13.692
H 19.359 14.951 14.846
H 17.648 14.574 13.226
H 17.008 13.746 14.536
H 17.676 11.601 13.936
H 18.523 12.161 12.471
H 16.714 12.226 12.725
H 20.426 12.652 18.731
H 19.893 11.295 17.781
H 18.951 10.796 19.967
H 17.587 11.482 19.060
H 18.006 13.658 20.154
H 19.473 12.976 20.938
H 17.467 13.192 22.523
H 17.797 11.434 22.288
H 16.505 12.134 21.354
C 21.060 18.791 22.172
F 21.726 19.021 23.273
F 20.084 19.679 22.167
F 21.834 19.066 21.168
S 20.360 17.118 22.196
O 19.564 16.991 21.015
O 21.531 16.183 22.255
N 19.501 17.182 23.462
S 18.460 16.031 23.663
O 17.227 16.480 23.143
O 18.993 14.731 23.230
C 18.290 15.917 25.512
F 19.456 15.636 26.089
F 17.901 17.112 25.963
F 17.460 14.986 26.003
B 22.207 22.896 22.347
F 20.844 22.533 22.715
F 22.262 23.273 21.021
F 22.553 23.880 23.261
F 23.019 21.691 22.505
*
```

Here are the Mulliken charges for atoms 1 to 8, given in e: -1.524 0.416 -0.273 1.090 -0.686 -0.458 -1.360 -0.532

***

No. 2
Density functional theory data (the ωB97M-V functional and the def2-TZVPD basis) for a cluster of 2 separate species, C6H14N2O2 in total.

Calculated values
**Structure (SMILES)**: CNC(C)=O.CNC(C)=O
**Electronic energy**: -497.03647 hartree

```
! wB97M-V def2-TZVPD RIJCOSX def2/J DEFGRID3
* xyz 0 1
C 0.051 2.680 1.513
C 1.637 1.667 -1.764
C 0.801 1.810 0.528
O 0.868 0.595 0.627
N 1.269 2.439 -0.580
H -0.985 2.350 1.435
H 1.390 3.432 -0.654
H 2.296 0.862 -1.494
H 0.331 2.354 2.514
H 0.296 3.730 1.410
H 0.746 1.232 -2.188
H 2.043 2.354 -2.497
C 0.368 -3.067 -0.905
C -2.093 -1.089 1.124
C -1.537 -2.279 0.382
O -1.964 -3.407 0.510
N -0.498 -1.992 -0.471
H -0.042 -1.102 -0.340
H 0.074 -3.510 -1.850
H -2.615 -0.460 0.419
H 1.413 -2.763 -0.925
H 0.286 -3.902 -0.214
H -2.795 -1.486 1.845
H -1.338 -0.448 1.577
*
```

Here are the Mulliken charges for atoms 1 to 8, given in e: -0.950 -0.789 0.669 -0.697 -0.202 0.206 0.227 0.262

***

no.,largest force on an atom (eV/Å)
1,4.6
2,1.6